[1]
A structure of composition C7H15BrNOPSSr at a distorted geometry, computed with ωB97M-V/def2-TZVPD.

Kohn-Sham gap = 7.678 eV
Max |F| = 1.45 eV Å⁻¹
E_LUMO = -8.83 eV
Net charge = +2

Geometry as XYZ:
```
28
Properties=species:S:1:pos:R:3:forces:R:3:lowdin_charge:R:1
C -0.670 2.872 0.149 0.1 0.0 0.0 -0.016
C -0.142 2.168 -1.095 -0.1 0.2 0.1 -0.423
O -1.175 1.846 -2.005 0.3 -0.4 -0.1 -0.038
C 0.811 0.949 -0.807 0.2 0.2 -0.4 -0.197
P -0.053 -0.615 -0.975 -0.9 0.3 0.9 0.889
C -1.165 -0.638 0.514 0.1 0.2 0.1 -0.410
C -0.517 -0.703 1.900 -0.2 -0.2 0.1 -0.770
C 0.834 -1.381 2.000 0.1 0.0 0.0 -0.168
Br -1.732 -1.721 3.052 -0.1 0.0 0.0 0.788
N 1.110 -1.247 -2.477 0.4 -0.3 -0.2 -0.069
C 2.001 -1.945 -2.119 -0.7 0.6 -0.4 -0.938
S 3.003 -2.921 -1.362 0.1 -0.8 0.4 0.723
H -1.719 2.632 0.324 -0.1 -0.1 0.1 0.088
H -0.098 2.631 1.042 0.0 0.0 0.1 0.081
H -0.612 3.948 0.018 -0.1 0.1 0.0 0.099
H 0.505 2.847 -1.644 0.0 0.1 0.0 0.152
H -1.960 1.560 -1.529 -0.2 0.3 0.1 0.085
H 1.233 1.038 0.191 0.1 -0.1 0.1 0.099
H 1.614 0.962 -1.536 0.1 -0.1 0.0 0.099
H 0.383 -1.908 -0.502 0.4 1.4 0.0 -0.161
H -1.109 -0.653 -1.871 0.1 -0.2 -0.4 0.070
H -1.876 0.186 0.471 -0.1 0.0 0.1 0.089
H -1.776 -1.546 0.404 -0.1 0.0 -0.2 0.041
H -0.480 0.283 2.350 0.1 0.1 0.0 0.095
H 1.118 -1.508 3.040 0.0 0.0 0.1 0.092
H 1.631 -0.828 1.502 0.0 0.0 -0.1 0.085
H 0.809 -2.400 1.586 0.0 -0.1 0.0 0.020
Sr 0.032 -3.909 -0.620 0.5 -1.2 -0.2 1.594
```
Forces are in eV/Å.

---

[2]
A structure of composition C7H15Cl2NO2SSc, computed with ωB97M-V/def2-TZVPD.

Relative energy (zero: lowest compared OMol25 entry of this formula, charge and spin) = 0.317 eV
Kohn-Sham gap = 9.253 eV
Max |F| = 0.99 eV Å⁻¹
E_LUMO = -11.88 eV
Net charge = +3

Geometry as XYZ:
```
29
Properties=species:S:1:pos:R:3:forces:R:3:lowdin_charge:R:1
Sc 0.237 0.139 -0.222 0.2 0.1 -0.3 0.972
Cl -1.120 -1.984 -0.123 -0.7 -0.6 -0.4 0.722
C -0.754 -2.247 1.596 -0.3 -0.6 0.7 -0.771
Cl 0.450 -1.006 2.026 0.3 -0.1 0.7 0.718
H -0.330 -3.248 1.749 0.0 0.4 -0.2 0.092
H -1.661 -2.106 2.199 0.3 0.1 -0.3 0.091
O 0.690 1.819 0.404 0.1 0.5 0.2 -0.622
S 1.219 3.298 0.066 0.5 0.1 0.5 1.187
C 1.052 4.179 1.656 -0.2 0.3 0.1 -0.259
C 2.450 4.678 1.995 0.2 0.0 0.1 -0.195
C 3.390 3.525 1.669 0.0 0.1 0.2 -0.196
C 3.031 3.098 0.253 0.2 -0.1 0.0 -0.268
H 0.694 3.437 2.376 0.0 0.0 -0.1 0.118
H 0.316 4.973 1.544 -0.1 -0.1 -0.1 0.115
H 2.499 4.960 3.047 -0.1 0.0 0.0 0.147
H 2.703 5.570 1.415 0.0 -0.1 0.0 0.139
H 3.259 2.705 2.377 0.0 0.0 0.0 0.130
H 4.432 3.836 1.717 0.1 -0.1 -0.1 0.144
H 3.296 2.066 0.005 -0.1 0.2 -0.1 0.107
H 3.477 3.769 -0.482 -0.1 0.0 -0.1 0.118
C -1.442 1.216 -3.585 -0.4 0.1 0.1 0.058
C -0.029 0.895 -3.277 0.0 0.2 -0.8 -0.414
N 0.885 1.043 -4.194 0.1 -0.2 0.4 0.295
O 0.285 0.462 -2.097 0.1 -0.1 -0.2 -0.136
H -1.532 1.884 -4.440 0.0 0.0 0.1 0.119
H -1.942 1.662 -2.717 0.2 0.0 -0.2 0.114
H -1.990 0.300 -3.835 0.1 0.0 0.0 0.132
H 0.644 1.334 -5.135 -0.1 0.1 0.1 0.173
H 1.866 0.832 -4.030 -0.2 -0.1 0.0 0.169
```
Forces are in eV/Å.

---

[3]
A structure of composition C7H15ClI2LaN2OPS at a distorted geometry, computed with ωB97M-V/def2-TZVPD.

Relative energy (zero: lowest compared OMol25 entry of this formula, charge and spin) = 1.957 eV
Kohn-Sham gap = 6.907 eV
Max |F| = 8.86 eV Å⁻¹
E_LUMO = -8.54 eV
Net charge = +2

Geometry as XYZ:
```
31
Properties=species:S:1:pos:R:3:forces:R:3:lowdin_charge:R:1
I -2.101 3.654 0.021 -1.0 0.2 0.2 0.505
I -1.238 3.081 2.487 -0.7 0.3 0.1 0.499
La -0.792 0.308 0.136 -1.5 -4.1 -1.0 1.240
P 2.188 0.767 -0.531 -0.4 1.3 0.2 0.754
C 2.819 2.497 -0.462 2.6 -1.0 -0.9 -0.259
C 3.307 -0.142 0.550 0.1 -0.4 -0.2 -0.221
H 2.139 -0.725 -2.432 0.2 0.4 0.0 0.009
H 3.522 0.432 -2.411 -0.2 -0.1 -0.3 0.070
H 1.893 0.973 -2.960 0.2 -0.1 0.3 0.071
C 2.440 0.319 -2.266 0.2 -0.5 0.0 -0.243
H 3.062 -1.210 0.526 0.1 0.3 0.0 0.045
H 4.296 0.033 0.111 0.0 -0.2 0.3 0.070
H 3.855 2.356 -0.789 0.1 0.4 0.0 0.074
H 2.785 2.911 0.566 0.9 -0.5 -0.9 0.091
H 3.280 0.220 1.587 0.0 0.0 -0.4 0.071
H 2.276 3.165 -1.162 1.3 -0.7 0.1 0.091
C 0.356 2.235 0.237 4.8 7.4 -0.6 -0.832
O 0.976 3.235 0.130 -6.0 -2.8 1.8 -0.189
Cl 0.419 -2.016 -0.826 -0.5 0.9 0.3 -0.183
S -0.821 -0.543 2.741 -0.4 -1.0 0.2 0.515
C -2.115 -1.437 2.025 -1.6 -0.6 -0.3 -0.866
N -3.423 -0.968 2.074 0.9 -0.9 0.2 0.007
C -4.361 -1.929 1.370 0.2 0.8 0.6 -0.095
C -3.422 -3.067 0.913 0.6 -0.3 0.0 -0.101
N -2.040 -2.545 1.185 -0.6 1.3 1.8 -0.012
H -3.794 -0.226 2.731 1.1 -1.3 -1.0 0.184
H -4.770 -1.319 0.532 -0.2 -1.0 0.6 0.130
H -5.124 -2.322 2.088 0.4 0.6 -0.8 0.144
H -3.507 -3.232 -0.172 -0.1 -0.3 0.6 0.131
H -3.537 -4.010 1.516 -0.2 0.9 -0.8 0.151
H -1.257 -3.233 1.226 -0.6 1.2 -0.1 0.149
```
Forces are in eV/Å.